{"formula": "C2H7N3S", "method": "ωB97M-V/def2-TZVPD", "symbols": ["C", "C", "H", "H", "H", "H", "H", "H", "H", "N", "N", "N", "S"], "coordinates": [[0.094, 0.271, 0.025], [-1.262, 0.195, 0.749], [2.129, -0.247, -1.098], [2.745, -0.546, 0.351], [0.257, -1.676, 0.313], [-0.153, 2.005, -0.512], [-1.225, -0.308, 1.716], [-1.612, 1.178, 1.035], [-2.006, 0.242, -1.413], [2.113, -0.965, -0.360], [0.794, -0.862, 0.118], [0.580, 1.315, -0.488], [-2.455, -0.601, -0.438]], "de_lowest_ev": 1.022, "max_force_ev_per_a": 2.133, "orbital_gap_ev": 9.794, "charge": 0, "e_homo_ev": -9.026}